No. 1
Here is a 3-piece molecular cluster, C35H68FN2O7S overall at a distorted geometry from the Open Molecules 2025 dataset. Energies are from ωB97M-V/def2-TZVPD.

Total energy   -68255.23116 eV
Highest occupied orbital energy   -11.746 eV

The geometry in ORCA input format:
```
! wB97M-V def2-TZVPD RIJCOSX def2/J DEFGRID3
* xyz 1 1
S -1.2663 3.9848 0.0180
F 1.8348 2.2610 -3.5423
O 2.5280 -4.7841 8.2844
O 4.2990 1.7661 -7.3305
O -5.9997 0.3118 0.9136
O 0.7430 -3.5880 8.1040
O 3.3749 1.0716 -9.2734
O 5.3734 0.3302 -8.5289
O 2.6110 -2.6131 8.9133
N -0.5759 3.1160 -1.2720
N 0.7419 2.4295 -2.7894
C 1.8177 -0.2150 3.8552
C 3.9031 -4.9510 8.6693
C -1.0136 -0.7197 -3.6800
C -1.2602 2.1353 -2.0125
C 1.7431 -1.6840 4.3492
C 0.0531 -2.3569 8.3193
C -2.5123 -1.0131 -3.9237
C 0.6837 3.2654 -1.7505
C -0.5401 0.6822 -4.0883
C 1.9938 3.8170 0.2972
C -2.6384 1.7313 -1.6579
C -1.3959 0.3345 0.1783
C 1.0037 -2.9730 2.2397
C 3.0476 4.1865 -1.9652
C -5.2966 -2.0058 -1.3535
C 2.0224 -3.5716 8.4858
C 4.0536 -5.1126 10.1660
C 0.5106 -2.0765 1.1112
C -4.7029 -1.4174 -2.6366
C -6.5331 -1.3024 -0.7800
C 5.4567 -0.5288 -9.6732
C -6.4053 0.1699 -0.4399
C -3.2077 -1.7399 -2.7607
C 3.1566 2.5952 -7.1033
C 4.0067 5.2247 -1.3695
C 0.6339 -2.4876 3.6596
C -0.4216 1.6908 -3.0026
C -6.1482 1.6139 1.4199
C 1.9737 1.7939 -6.6002
C -1.6257 -0.6844 1.3251
C -2.7086 0.9043 -0.3414
C 1.5572 0.7971 4.9906
C -1.0262 -2.0503 0.9862
C 1.7191 4.1879 -1.1875
C 4.2610 1.0503 -8.4606
H 4.7235 -1.3294 -9.5957
H 2.9062 3.1442 -8.0104
H -5.2037 -1.8699 -3.4927
H 4.7708 5.4988 -2.0875
H -1.2684 -2.2729 -0.0550
H -0.7632 -0.9534 -2.6471
H 1.1473 2.4596 -6.3442
H 1.8734 4.6951 0.9211
H 3.4272 -5.9300 10.5247
H 2.6854 -2.2041 4.2041
H 3.4747 3.3184 -6.3532
H 1.4989 -1.6439 5.4092
H -1.4843 -2.8421 1.5754
H -4.5278 -2.0128 -0.5769
H -2.6960 -1.5655 -1.8147
H 1.6272 1.0922 -7.3580
H -0.8123 -0.1584 -0.5996
H 1.3334 5.2045 -1.2548
H -0.0867 -2.1738 9.3833
H 3.7563 -4.2056 10.6901
H -5.1799 2.0897 1.5921
H 0.9367 -2.4641 0.1839
H 5.3002 0.0323 -10.5910
H -7.3804 0.6475 -0.5704
H -2.5735 -1.6664 -4.7920
H -3.0689 -0.1168 -4.1999
H -2.7014 -0.7946 1.4657
H -1.6179 5.0886 -0.6665
H 0.4089 -3.3508 4.2848
H -0.7739 1.1411 0.5771
H -3.0913 1.5625 0.4349
H -5.5741 -3.0452 -1.5175
H 0.4854 0.9527 5.0873
H -6.7656 -1.7959 0.1639
H -1.1588 1.0546 -4.9031
H 0.5916 -1.5251 7.8691
H -3.0909 1.1769 -2.4729
H 1.2818 3.0854 0.6698
H 4.2314 -5.8514 8.1543
H -0.4490 -1.4221 -4.2878
H 4.5138 4.8318 -0.4926
H 3.5157 3.2093 -1.8621
H -0.2813 -1.8964 3.6028
H -6.7138 2.2597 0.7461
H 2.9777 3.3778 0.4055
H -5.7089 0.7132 -1.0875
H -3.2372 2.6287 -1.5141
H 2.2579 1.2183 -5.7204
H 1.0493 -0.0434 3.1069
H 2.0892 -3.0754 2.1985
H -4.8600 -0.3410 -2.7094
H 0.9016 -1.0645 1.2100
H 0.5980 -3.9746 2.1041
H -3.4282 0.0953 -0.4225
H 2.8894 4.4030 -3.0167
H -7.4099 -1.4445 -1.4086
H 5.0912 -5.3310 10.4171
H -6.6768 1.5894 2.3708
H 0.4577 0.5840 -4.5089
H 6.4578 -0.9475 -9.6644
H 2.0165 1.7511 4.7399
H 4.4927 -4.1147 8.2947
H -0.9182 -2.4577 7.8431
H 2.8027 -0.0278 3.4328
H 1.9722 0.4410 5.9279
H -3.1532 -2.8107 -2.9593
H 3.4624 6.1063 -1.0350
H -1.1760 -0.3054 2.2388
*
```

Results of the Mulliken charge analysis, in e, for atoms 1 through 99: -0.086 -0.195 -0.355 -0.371 -0.378 -0.333 -0.553 -0.350 -0.559 -0.205 0.245 0.306 -0.185 -0.877 -0.137 -0.105 -0.578 -1.385 -0.173 -0.471 -1.389 -0.714 0.170 -1.182 -0.968 -0.489 0.792 -1.102 -0.633 -0.945 -1.252 -0.636 -0.225 0.284 -0.451 -1.310 -0.573 0.165 -0.775 -0.862 -1.103 0.329 -1.386 -0.814 1.026 0.795 0.297 0.347 0.619 0.390 0.295 0.220 0.416 0.238 0.294 0.366 0.301 -0.191 0.688 0.057 -0.734 0.403 0.092 0.553 0.318 0.314 0.190 0.423 0.302 0.562 0.561 0.646 0.416 0.238 0.325 0.076 0.417 0.526 0.347 0.389 0.544 0.196 0.047 0.418 0.296 0.537 0.339 0.411 0.261 0.367 0.407 0.227 0.557 0.185 -0.429 0.503 0.363 0.189 0.407



No. 2
Here is one molecule with the formula C23H26F2N4O from the Open Molecules 2025 dataset. Energies are from ωB97M-V/def2-TZVPD.

Total energy   -37715.95696 eV
Highest occupied orbital energy   -8.526 eV
SMILES   Cc1nc2ccccc2nc1CN1CCN(Cc2ccc(F)c(F)c2)[C@@H](CCO)C1

The geometry in ORCA input format:
```
! wB97M-V def2-TZVPD RIJCOSX def2/J DEFGRID3
* xyz 0 1
F -6.4240 -3.0299 -1.3349
F -6.6653 -0.4786 -2.3289
O -1.3384 -0.5461 2.6735
N 4.9410 -0.4792 -1.3810
N 2.3546 -0.3988 -0.3699
N 0.5943 1.7604 -0.8522
N -1.8393 0.9390 0.4051
C -3.2494 1.1250 0.7520
C 4.7231 1.6646 -2.4159
C 3.4757 -3.6154 0.8808
C -5.0110 0.2781 -0.8339
C -4.7686 -2.2939 0.1786
C 0.4854 1.6803 0.5919
C -0.2356 0.7309 -1.4446
C 5.2771 -2.6279 -0.3837
C 3.1461 -1.4667 -0.1283
C -1.6781 0.9974 -1.0412
C 4.1620 0.5460 -1.6009
C 4.4662 -1.5080 -0.6454
C 2.8299 0.5885 -1.0806
C -1.0230 1.8929 2.5791
C -5.6686 -2.0331 -0.8399
C -0.9608 1.9272 1.0417
C -4.1040 0.0235 0.1860
C -0.6262 0.5440 3.1952
C 1.9520 1.7907 -1.3443
C -5.7905 -0.7450 -1.3419
C 2.6635 -2.5408 0.6417
C 4.7824 -3.6592 0.3670
C -3.9943 -1.2689 0.6892
H 3.1147 -4.4443 1.4717
H 4.7073 2.5955 -1.8510
H -1.3398 -0.4381 1.7051
H -2.0234 2.1644 2.9178
H -0.8328 0.5616 4.2698
H 1.6576 -2.4891 1.0297
H -0.3386 2.6535 2.9595
H 2.4419 2.6710 -0.9103
H 0.8168 0.6976 0.9495
H -4.6913 -3.2989 0.5615
H -5.1265 1.2689 -1.2456
H -3.3422 1.0876 1.8378
H -3.3028 -1.4684 1.4924
H 4.1350 1.8100 -3.3210
H 0.4551 0.3850 3.0672
H -1.2497 2.9447 0.7121
H 5.3987 -4.5221 0.5728
H 1.1244 2.4505 1.0313
H -2.3254 0.2397 -1.4877
H -0.1488 0.7853 -2.5324
H 1.9035 1.9493 -2.4279
H 5.7470 1.4254 -2.6884
H 0.0581 -0.2763 -1.1142
H 6.2780 -2.6415 -0.7861
H -1.9758 1.9882 -1.4264
H -3.6172 2.1035 0.3986
*
```

Calculated atomic charges, method Mulliken, unit e: -0.313 -0.328 -0.615 -0.681 0.023 0.133 0.531 -0.690 -1.272 -0.670 -0.256 -0.651 -0.727 -0.798 -0.392 0.073 -0.867 0.595 0.209 1.216 -1.132 0.428 -0.039 -0.396 -0.750 -1.973 0.254 -0.530 -0.503 -0.500 0.408 0.330 0.494 0.443 0.457 0.560 0.567 0.418 0.252 0.433 0.423 0.400 0.580 0.323 0.309 0.344 0.373 0.335 0.450 0.467 0.458 0.359 0.248 0.442 0.361 0.385



No. 3
Here is C10H11N2RuSSe5 as an isolated structure from the Open Molecules 2025 dataset. Energies are from ωB97M-V/def2-TZVPD.

Total energy   -353671.73904 eV
Highest occupied orbital energy (alpha / beta)   -10.898 / -11.298 eV
<S²>   6.0395

The geometry in ORCA input format:
```
! wB97M-V def2-TZVPD RIJCOSX def2/J DEFGRID3
* xyz 1 5
Ru 0.1620 -0.2714 0.3285
Se 2.1057 0.4533 -0.9747
Se -0.1651 -2.4616 -2.0014
Se 0.9020 -0.3559 2.6369
Se 1.7932 -1.8387 -0.8272
Se -1.5209 -1.8768 -0.1989
S -1.2745 1.5335 -0.0552
N 0.5352 3.6019 -0.0666
N -0.6161 3.5138 1.7412
C -0.4235 2.9061 0.5633
C -1.3875 0.0521 6.1178
C -1.6083 3.0984 2.7242
C 0.8006 -0.7381 6.7381
C -0.4806 -0.3388 7.0954
C -1.0175 0.0443 4.7830
C 0.9773 4.6393 0.7247
C 1.1850 -0.7390 5.4067
C 0.2527 4.5841 1.8598
C 0.2734 -0.3419 4.4295
H 2.1851 -1.0386 5.1234
H -1.7339 0.3171 4.0214
H 0.8563 3.3688 -0.9930
H 0.2657 5.2095 2.7345
H -2.3901 0.3502 6.3956
H -1.4621 3.6786 3.6301
H 1.7487 5.3191 0.4116
H -2.6100 3.2668 2.3352
H 1.5053 -1.0480 7.4979
H -1.4746 2.0430 2.9298
H -0.7756 -0.3385 8.1363
*
```

Calculated atomic charges, method Mulliken, unit e: 0.393 -0.159 0.048 0.241 0.004 -0.081 -0.313 0.068 0.196 -0.012 -0.666 -0.641 -0.558 -0.437 -0.215 -0.557 -0.445 -0.094 0.275 0.367 0.532 0.277 0.435 0.390 0.311 0.425 0.353 0.382 0.091 0.390



No. 4
Here is an isolated ion of composition C4H9NP and charge +1 at a distorted geometry from the Open Molecules 2025 dataset. Energies are from ωB97M-V/def2-TZVPD.

Total energy   -15063.90429 eV
Highest occupied orbital energy   -13.814 eV
Energy relative to the best compared isomer or geometry (same formula, charge and spin)   38.2 kcal/mol
SMILES   [NH3+][C@H]1CCC=P1

The geometry in ORCA input format:
```
! wB97M-V def2-TZVPD RIJCOSX def2/J DEFGRID3
* xyz 1 1
P 0.3886 1.3622 1.3484
N 0.7086 -1.4088 0.9063
C -1.1968 0.5067 -0.6989
C -1.0688 1.2952 0.6291
C 0.3174 0.1832 -1.0956
C 1.1045 -0.0816 0.3094
H 2.1358 0.0148 -0.0332
H -1.8464 2.0972 0.9662
H 0.8312 1.0187 -1.6056
H -0.1577 -1.8013 0.3704
H -1.9350 -0.4008 -0.5980
H 0.2475 -0.6520 -1.7952
H 1.6507 -1.9295 0.9859
H 0.3327 -1.1979 1.8509
H -1.5122 0.9940 -1.5400
*
```

Calculated atomic charges, method Mulliken, unit e: -0.116 -0.312 -0.630 -0.020 -0.851 -0.444 0.456 0.324 0.388 0.403 0.272 0.360 0.362 0.421 0.387



No. 5
Here is C6H9N as an isolated structure from the Open Molecules 2025 dataset. Energies are from ωB97M-V/def2-TZVPD.

Total energy   -7851.31198 eV
Highest occupied orbital energy   -8.021 eV
Energy relative to the best compared isomer or geometry (same formula, charge and spin)   157.9 kcal/mol

The geometry in ORCA input format:
```
! wB97M-V def2-TZVPD RIJCOSX def2/J DEFGRID3
* xyz 0 1
N 2.1752 -0.7959 0.9936
C -0.6318 0.4551 0.1400
C -0.2662 0.2117 -1.3151
C 2.6430 0.2431 0.4390
C -1.6578 0.6212 -1.4941
C -2.5741 1.1640 -0.8965
C -1.0982 -0.8334 0.7732
H -1.2830 -1.6867 0.0991
H 3.1364 1.0701 0.9625
H -1.9685 -0.6865 1.4190
H 2.5568 0.3432 -0.6456
H 0.4179 0.9328 -1.7688
H -0.0441 -0.8155 -1.6256
H -3.4537 1.6356 -0.5144
H 2.3092 -0.7476 2.0062
H -0.2609 -1.1115 1.4275
*
```

Calculated atomic charges, method Mulliken, unit e: -0.487 -0.090 -0.340 -0.251 -0.273 -0.188 -0.902 0.296 0.239 0.336 0.283 0.254 0.234 0.397 0.226 0.267



- Among the records above, which one has the lowest total energy?
  C10H11N2RuSSe5



- What is the formula in the second record?
  C23H26F2N4O



- total energy of number 1 (C35H68FN2O7S)?
  -68255.23116 eV